Entry 1:
This record from the Open Molecules 2025 dataset describes C23H32AgO3 as an isolated structure. The level of theory is ωB97M-V/def2-TZVPD.

Geometry as XYZ:
```
59
Properties=species:S:1:pos:R:3:mulliken_charge:R:1
C 0.64116 6.99433 -1.52732 -0.75
O 0.25041 5.78485 -2.17417 -0.31
C 0.64755 5.65103 -3.50811 -0.20
C 1.01746 4.21586 -3.84112 -0.58
C -0.14565 3.32304 -4.28956 -0.82
C -1.39713 3.37683 -3.38769 -0.89
C -1.54005 2.24466 -2.34544 -0.91
C -2.82501 1.42400 -2.50654 -0.86
C -3.29266 0.70902 -1.23744 -0.83
C -2.50815 -0.55836 -0.90984 -0.58
C -2.83829 -1.10666 0.49036 -1.01
C -1.78739 -0.81444 1.56874 -0.69
C -0.97437 -2.06566 1.91281 -0.53
C 0.11668 -1.74653 2.97049 -1.07
C 0.88258 -2.95953 3.29468 0.61
C 0.46556 -3.80348 4.37773 -0.59
C 1.14515 -4.92211 4.68643 -0.87
C 2.29582 -5.25014 3.92727 0.63
C 2.69993 -4.45297 2.82319 0.28
C 2.01571 -3.34346 2.50817 -0.09
C 3.89918 -4.87605 2.02015 0.16
O 4.01584 -4.52520 0.87380 -0.47
C 4.87572 -5.73230 2.73618 -0.55
C 4.49338 -6.48501 3.77190 -0.54
C 3.10105 -6.46817 4.26825 0.23
O 2.58828 -7.35927 4.89626 -0.46
H 0.70246 6.78536 -0.46328 0.24
H 1.61953 7.32583 -1.86985 0.33
H -0.10721 7.77296 -1.67914 0.30
H -0.21660 5.98783 -4.15584 -0.13
H 1.45678 6.33698 -3.75746 0.60
H 1.52421 3.77358 -2.98613 0.31
H 1.75367 4.25139 -4.64492 0.41
H -0.39733 3.53010 -5.33237 0.30
H 0.19319 2.28756 -4.28181 0.46
H -2.29154 3.29597 -4.03542 0.80
H -1.45195 4.32930 -2.82734 0.59
H -0.67260 1.59121 -2.43124 0.37
H -1.50843 2.66924 -1.34124 0.34
H -3.63100 2.06851 -2.86166 0.52
H -2.66033 0.67439 -3.28524 0.26
H -4.34051 0.44317 -1.38515 0.33
H -3.27247 1.41380 -0.40129 0.42
H -1.43708 -0.36372 -1.01349 0.30
H -2.76159 -1.31254 -1.65502 0.35
H -3.04025 -2.17526 0.44481 0.50
H -3.76719 -0.63150 0.80790 0.50
H -2.24483 -0.44956 2.48860 0.41
H -1.09259 -0.03744 1.24062 0.35
H -1.64072 -2.83566 2.30414 0.38
H -0.51834 -2.47579 1.00997 0.40
H 0.78592 -0.99065 2.55675 0.45
H -0.35794 -1.35591 3.86962 0.47
H -0.40610 -3.52627 4.95336 0.49
H 0.84448 -5.56953 5.49713 0.53
H 2.31900 -2.74325 1.66171 0.57
H 5.88665 -5.75659 2.35529 0.45
H 5.19255 -7.15092 4.25783 0.44
Ag -2.30461 5.58314 -4.43903 0.62
```

As for the orbital gap (spin up / spin down): 7.8 / 5.4 eV. As for the spin multiplicity: 2. Its charge is +2. As for the expectation value of S²: 0.772. The value obtained for the relative energy (zero: lowest compared OMol25 entry of this formula, charge and spin) is 0.0 kcal/mol.

---

Entry 2:
This record from the Open Molecules 2025 dataset describes C23H32IrN7O3PS as an isolated structure. The level of theory is ωB97M-V/def2-TZVPD.

Geometry as XYZ:
```
68
Properties=species:S:1:pos:R:3:mulliken_charge:R:1
Ir -0.20174 0.27753 0.48539 1.38
N -3.33181 2.36723 -1.59068 0.21
C -2.56914 1.40255 -1.14530 -0.28
N -1.50509 1.60733 -0.37610 -0.64
C -1.22081 2.93098 0.06275 0.64
N -0.35087 3.16811 1.00363 -1.32
N 0.19988 2.00235 1.47130 0.54
C 0.82380 1.92029 2.58657 -0.54
C 1.27092 0.56652 2.95058 0.92
C 1.92702 0.29207 4.13002 -0.86
C 2.25271 -1.02983 4.43278 -0.44
C 1.90971 -2.02461 3.53944 -1.28
C 1.25031 -1.68544 2.36272 -0.17
N 0.93371 -0.42400 2.06987 0.13
C -1.96565 4.02123 -0.52916 0.60
C -1.65717 5.36329 -0.27609 -0.37
C -2.42030 6.35721 -0.84807 -0.82
C -3.50588 6.03438 -1.66757 -0.45
C -3.83202 4.71665 -1.92569 -0.93
C -3.05147 3.72375 -1.35475 0.30
H -4.14583 2.12827 -2.14371 0.32
H -2.81734 0.38841 -1.42409 0.50
H 0.97384 2.78435 3.22683 0.52
H 2.16221 1.09615 4.81478 0.52
H 2.75449 -1.26871 5.36110 0.50
H 2.13888 -3.06241 3.73745 0.52
H 0.96571 -2.43198 1.63451 0.86
H -0.82480 5.60216 0.36992 0.49
H -2.18348 7.39483 -0.65902 0.45
H -4.10045 6.82391 -2.10676 0.44
H -4.67491 4.46642 -2.55765 0.43
C 2.05571 -4.00493 -0.43824 -1.44
C 0.88444 -3.50391 -1.23972 -0.06
O -0.13887 -2.99126 -0.31706 0.10
P -0.98591 -1.67543 -0.47641 -0.64
O -2.36934 -2.01892 0.17999 -0.07
C -2.67063 -3.03727 1.20489 -0.14
C -2.99739 -4.36587 0.57591 -1.10
O -1.29124 -1.37944 -1.98759 -0.05
C -2.12746 -2.21808 -2.87900 -0.10
C -1.30551 -2.77584 -4.01076 -1.15
H 2.75997 -4.50601 -1.10234 0.46
H 1.73511 -4.72806 0.31146 0.35
H 2.57883 -3.18558 0.06013 0.22
H 0.41086 -4.30691 -1.79887 0.27
H 1.16414 -2.71118 -1.93275 0.46
H -3.52449 -2.62314 1.73374 0.39
H -1.82519 -3.08943 1.89209 0.20
H -3.90461 -4.30144 -0.02359 0.34
H -3.17468 -5.09215 1.36981 0.42
H -2.18006 -4.73347 -0.04238 0.24
H -2.89425 -1.53974 -3.24775 0.33
H -2.60228 -2.99136 -2.27657 0.29
H -0.71106 -1.99457 -4.48284 0.31
H -1.98011 -3.18376 -4.76390 0.44
H -0.65204 -3.58271 -3.68674 0.23
S 1.58727 0.14363 -0.89071 -0.34
C 3.04832 0.77331 -0.15593 0.22
N 4.18814 0.12951 -0.29336 -0.10
C 5.34105 0.93060 0.15767 -0.52
C 4.65995 2.21526 0.68384 -0.54
N 3.22805 1.94344 0.43393 0.03
H 4.26361 -0.76059 -0.76074 0.22
H 6.02012 1.11925 -0.67070 0.33
H 5.87684 0.39561 0.93830 0.32
H 4.96884 3.10011 0.13176 0.34
H 4.83797 2.38053 1.74362 0.32
H 2.52147 2.66080 0.42580 0.21
```

As for the orbital gap: 6.4 eV. Its charge is +3. The value obtained for the relative energy (zero: lowest compared OMol25 entry of this formula, charge and spin) is 0.7 kcal/mol.

---

Entry 3:
This record from the Open Molecules 2025 dataset describes C4H11O2Rh as an isolated structure at a distorted geometry. The level of theory is ωB97M-V/def2-TZVPD.

Geometry as XYZ:
```
18
Properties=species:S:1:pos:R:3:mulliken_charge:R:1
H 2.29533 3.37099 1.97837 0.42
C 1.61043 2.50435 1.31309 -0.83
H 1.02517 3.26083 0.77719 0.31
H 1.15212 2.07985 2.21477 0.33
H 2.50099 2.05129 0.86024 0.37
O 0.41641 0.96281 0.08449 -0.54
C 0.62182 -0.36527 0.49932 -0.16
C -0.56347 -1.24451 0.13015 -0.50
O -0.90708 -0.95486 -1.23859 -0.47
C -1.85722 -1.84874 -1.81414 -0.66
Rh -0.56205 0.93316 -1.51323 1.33
H 0.75511 -0.43824 1.59205 0.36
H 1.54119 -0.77223 0.03938 0.35
H -1.44144 -1.02574 0.75745 0.36
H -0.30954 -2.30998 0.21728 0.41
H -2.06948 -1.49471 -2.82764 0.32
H -1.42923 -2.85818 -1.85357 0.27
H -2.77907 -1.85084 -1.21661 0.35
```

As for the orbital gap (spin up / spin down): 9.7 / 6.2 eV. As for the spin multiplicity: 5. Its charge is +2. As for the expectation value of S²: 6.016.

---

Entry 4:
This record from the Open Molecules 2025 dataset describes an isolated molecule of C5H13N2 at a distorted geometry. The level of theory is ωB97M-V/def2-TZVPD.

Geometry as XYZ:
```
20
Properties=species:S:1:pos:R:3:mulliken_charge:R:1
C -2.62359 -0.39864 -0.50432 -0.95
C -1.96819 1.05187 -0.20889 -0.79
C -0.97308 1.12731 0.96301 -0.56
C 0.17536 0.05324 0.85880 -0.89
N 0.81642 -0.16657 -0.53248 -0.13
C 1.99902 -0.64691 -0.85292 -0.29
N 2.83817 -0.84254 0.18148 -0.41
H -3.42223 -0.28147 -1.23998 0.35
H -3.17114 -0.61538 0.43788 0.27
H -1.85412 -1.24134 -0.64636 0.27
H -2.73102 1.81680 -0.10226 0.42
H -1.49994 1.42836 -1.15304 0.34
H -0.39898 2.02268 1.15505 0.41
H -1.54501 0.89063 1.91103 0.25
H -0.13556 -1.04264 0.99549 0.42
H 0.80841 0.18597 1.67061 0.43
H 0.09010 -0.10743 -1.30014 0.16
H 2.44995 -0.80045 -1.84643 0.34
H 2.36968 -1.10616 1.07885 0.14
H 3.80056 -1.20697 -0.03780 0.22
```

As for the orbital gap (spin up / spin down): 4.9 / 9.6 eV. As for the spin multiplicity: 2. Its charge is 0. As for the expectation value of S²: 0.753. The value obtained for the relative energy (zero: lowest compared OMol25 entry of this formula, charge and spin) is 40.3 kcal/mol.

---

Entry 5:
This record from the Open Molecules 2025 dataset describes a 2-piece molecular cluster, C2H7ClNP overall at a distorted geometry. The level of theory is ωB97M-V/def2-TZVPD.

Geometry as XYZ:
```
12
Properties=species:S:1:pos:R:3:mulliken_charge:R:1
C 0.16147 -0.48760 1.38586 -0.72
C 0.33560 0.33207 -0.87445 -0.89
N 0.21133 0.66362 0.54996 -0.39
P -2.43552 1.06259 0.22629 0.11
Cl -2.96217 -0.81740 -0.24400 -0.16
H -0.46873 -1.42446 1.14143 0.27
H 1.28395 -0.70811 1.48128 0.33
H -0.30518 -0.03629 2.23904 0.32
H 0.12126 -0.65073 -1.20538 0.37
H -0.18508 0.96541 -1.44172 0.38
H 1.46746 0.44509 -1.18178 0.30
H -2.79262 1.61354 -1.16003 0.09
```

As for the orbital gap (spin up / spin down): 8.2 / 8.0 eV. Its charge is 0. The value obtained for the relative energy (zero: lowest compared OMol25 entry of this formula, charge and spin) is 69.1 kcal/mol.

---

Entry 6:
This record from the Open Molecules 2025 dataset describes a 10-piece molecular cluster, C53H52F3N9O5 overall at a distorted geometry. The level of theory is ωB97M-V/def2-TZVPD.

Geometry as XYZ:
```
122
Properties=species:S:1:pos:R:3:mulliken_charge:R:1
C 1.63224 1.04115 -1.81050 -0.37
C 2.18756 2.29254 -2.76230 -0.24
O 1.07795 3.10820 -3.27534 -0.37
C 0.76705 4.25547 -2.41552 0.51
C -0.58459 4.86080 -2.55754 0.00
C -1.75795 4.29416 -3.57630 -0.62
O -2.98206 4.02267 -2.80801 -0.23
C -2.97868 2.68934 -2.18966 0.80
F -4.38191 2.47308 -1.67164 -0.25
F -2.09511 2.55049 -1.00325 -0.20
F -2.71680 1.56381 -3.11556 -0.25
C -0.67484 6.14238 -1.54085 0.50
O -1.55025 7.15562 -1.54490 -0.65
O 0.47623 5.84535 -0.65517 -0.14
C 1.60463 5.07406 -1.27513 0.47
O 2.89915 5.14316 -0.95898 -0.52
H 1.33918 0.11168 -2.49470 0.02
H 0.63376 1.41107 -1.32554 0.13
H 2.42854 0.70824 -1.00365 0.28
H 2.66593 1.75244 -3.71370 0.28
H 3.06312 2.89247 -2.26819 0.23
H -1.40678 3.42818 -4.28016 0.31
H -2.01568 5.21110 -4.29624 0.30
C 0.32979 4.19061 3.58445 -0.44
C -0.25437 2.94406 3.38602 -0.34
C 0.35489 2.06758 2.50243 -0.62
N 1.48365 2.35465 1.81770 -0.39
C 2.02672 3.57309 2.02969 -0.85
C 1.49375 4.51485 2.89511 -0.27
H -0.11827 4.90368 4.27032 0.39
H -1.16200 2.66146 3.90716 0.43
H -0.06086 1.08165 2.31603 0.66
H 2.93203 3.78020 1.46592 0.92
H 1.97368 5.47778 3.02812 0.53
C 3.51997 -3.67948 -5.62139 -0.14
C 2.22271 -3.18024 -5.57270 -0.75
C 1.91738 -2.24169 -4.60005 -0.03
N 2.80677 -1.78462 -3.69152 -0.30
C 4.05779 -2.28897 -3.76251 -0.32
C 4.45901 -3.22674 -4.70033 -0.45
H 3.79698 -4.41540 -6.37061 0.38
H 1.46753 -3.51350 -6.27548 0.53
H 0.91957 -1.81963 -4.52318 0.39
H 4.75299 -1.90726 -3.02001 0.35
H 5.47829 -3.59578 -4.71219 0.37
C -7.19676 5.69815 -0.44137 -0.36
C -8.40625 5.82084 0.23433 -0.33
C -9.17281 4.68132 0.41882 -0.25
N -8.81550 3.45572 -0.02339 -0.54
C -7.63691 3.36819 -0.67741 -0.27
C -6.80051 4.44872 -0.90720 -0.06
H -6.56819 6.56887 -0.60389 0.38
H -8.74384 6.78057 0.60878 0.35
H -10.12315 4.72488 0.94287 0.34
H -7.37362 2.37298 -1.02460 0.39
H -5.86346 4.31979 -1.43691 0.35
C -0.48470 -2.73846 5.25149 0.01
C 0.61222 -1.90513 5.44336 -0.85
C 0.63845 -0.69142 4.77525 -0.10
N -0.33937 -0.27040 3.94341 -0.17
C -1.39070 -1.10166 3.77560 -0.22
C -1.50870 -2.33182 4.40226 -0.67
H -0.54116 -3.69694 5.75922 0.42
H 1.42702 -2.19344 6.09775 0.36
H 1.47137 -0.00467 4.89472 0.40
H -2.16190 -0.74127 3.10057 0.39
H -2.37713 -2.95802 4.23208 0.37
C 0.17873 -8.33464 3.61677 0.04
C -1.11853 -7.83540 3.66545 -0.24
C -1.42386 -6.89685 4.63811 -0.37
N -0.53447 -6.43978 5.54664 -0.48
C 0.71655 -6.94413 5.47565 -0.16
C 1.11778 -7.88190 4.53782 -0.61
H 0.45575 -9.07056 2.86755 0.44
H -1.87371 -8.16866 2.96268 0.34
H -2.42166 -6.47480 4.71497 0.36
H 1.41175 -6.56242 6.21814 0.35
H 2.13706 -8.25095 4.52596 0.36
C -3.32817 -12.14031 0.81779 -0.14
C -2.96376 -11.13785 -0.07484 -0.53
C -2.01580 -10.21191 0.33032 -0.30
N -1.42594 -10.22325 1.54576 -0.25
C -1.80128 -11.20734 2.39143 0.05
C -2.73688 -12.17959 2.07634 -0.72
H -4.06694 -12.88467 0.53529 0.36
H -3.40681 -11.07910 -1.06252 0.36
H -1.69580 -9.41237 -0.33149 0.43
H -1.31436 -11.19313 3.36252 0.38
H -2.99886 -12.94826 2.79451 0.36
C 1.61530 8.90298 -0.08668 -0.13
C 2.71222 9.73632 0.10519 -0.55
C 2.73844 10.95003 -0.56291 -0.21
N 1.76063 11.37105 -1.39476 -0.58
C 0.70930 10.53978 -1.56256 -0.35
C 0.59130 9.30962 -0.93590 -0.33
H 1.55884 7.94451 0.42106 0.55
H 3.52702 9.44800 0.75958 0.40
H 3.57137 11.63677 -0.44344 0.35
H -0.06190 10.90017 -2.23760 0.37
H -0.27713 8.68342 -1.10608 0.50
C -0.78470 -8.17302 -4.68268 -0.23
C 0.31222 -7.33968 -4.49081 -0.66
C 0.33844 -6.12597 -5.15891 0.27
N -0.63937 -5.70495 -5.99076 -0.37
C -1.69070 -6.53622 -6.15856 -0.24
C -1.80870 -7.76638 -5.53190 -0.38
H -0.84116 -9.13149 -4.17494 0.40
H 1.12702 -7.62800 -3.83642 0.35
H 1.17137 -5.43923 -5.03944 0.15
H -2.46190 -6.17583 -6.83360 0.35
H -2.67713 -8.39258 -5.70208 0.35
C 6.87923 5.97329 3.35616 -0.19
C 6.34270 6.57463 2.22257 -0.55
C 5.52451 5.81462 1.40213 -0.15
N 5.21951 4.51957 1.63698 -0.30
C 5.75658 3.96252 2.74410 -0.25
C 6.58195 4.64141 3.62602 -0.47
H 7.52387 6.53763 4.02370 0.36
H 6.55603 7.61035 1.98376 0.36
H 5.07910 6.23962 0.50735 0.45
H 5.49805 2.92030 2.90918 0.38
H 6.98385 4.14409 4.50147 0.37
```

As for the orbital gap: 7.1 eV. As for the SMILES: CCOC1=C(COC(F)(F)F)C(=O)OC1=O.c1ccncc1.c1ccncc1.c1ccncc1.c1ccncc1.c1ccncc1.c1ccncc1.c1ccncc1.c1ccncc1.c1ccncc1. Its charge is 0.

---

Entry 7:
This record from the Open Molecules 2025 dataset describes C8H8N4O4 as an isolated structure at a distorted geometry. The level of theory is ωB97M-V/def2-TZVPD.

Geometry as XYZ:
```
24
Properties=species:S:1:pos:R:3:mulliken_charge:R:1
C -1.51485 -1.06388 -0.53918 0.84
C -2.85303 -1.02533 -0.50584 -0.53
C -3.60029 0.12538 -0.21426 -0.19
C -1.55817 1.38891 0.11720 0.46
C 0.88820 -0.33488 0.79717 0.78
C 1.90166 -1.44282 0.66723 -0.71
C 3.10905 -1.26056 0.04899 -0.27
C 2.61719 1.07003 -0.27063 0.29
H 0.03413 0.24629 -0.48956 0.37
H -3.54952 -1.80400 -0.96390 0.28
H -4.75025 0.15799 -0.16345 0.32
H -3.41938 2.23028 0.35654 0.35
H 0.76074 1.56995 0.26458 0.16
H 1.74570 -2.35799 1.14732 0.45
H 3.98721 -1.88179 0.00517 0.38
H 4.34797 0.14644 -0.43130 0.21
N -0.94691 0.18645 -0.19188 -0.21
N -2.94431 1.24707 0.36477 -0.16
N 1.34052 0.84269 0.19573 -0.12
N 3.46112 0.01613 -0.08820 -0.11
O -0.88310 -2.11346 -0.73767 -0.67
O -1.05219 2.50090 0.29315 -0.73
O -0.19633 -0.47954 1.27458 -0.54
O 3.07486 2.03573 -0.93654 -0.65
```

As for the orbital gap: 8.4 eV. Its charge is 0. The value obtained for the relative energy (zero: lowest compared OMol25 entry of this formula, charge and spin) is 163.3 kcal/mol.